[1]
An isolated molecule of C4H9NO. Source: the OMol25 dataset; level of theory: the ωB97M-V functional and the def2-TZVPD basis.

Element x y z (Å)
C 2.290 -0.328 0.424
C 1.214 0.585 -0.180
C -0.158 0.000 0.111
O -0.274 -0.905 0.928
N -1.276 0.458 -0.512
C -2.474 -0.282 -0.186
H 1.920 -1.349 0.591
H 3.158 -0.366 -0.232
H 2.599 0.051 1.400
H 1.245 1.564 0.311
H 1.358 0.788 -1.251
H -1.320 1.257 -1.126
H -3.273 -0.025 -0.878
H -2.230 -1.345 -0.252
H -2.779 -0.100 0.851

The LUMO energy comes out at 0.94 eV. As for the SMILES: CCC(=O)NC. The calculation puts the largest force on an atom at 0.0093 Eh/bohr. The HOMO energy is -9.6 eV. For the gap between HOMO and LUMO, the calculation gives 10.6 eV. The calculation puts the energy above the lowest of the compared OMol25 structures with the same formula, charge and spin at 51.0 kJ/mol.

=====

[2]
An isolated molecule of C4H9NO. Source: the OMol25 dataset; level of theory: the ωB97M-V functional and the def2-TZVPD basis.

Element x y z (Å)
C -1.534 0.103 -1.218
C -0.385 0.739 -0.446
N 0.444 -0.187 0.325
C 0.859 0.232 1.657
C 1.087 -1.229 -0.272
O 1.124 -1.456 -1.466
H -2.069 0.896 -1.753
H -2.245 -0.388 -0.547
H -1.174 -0.626 -1.947
H -0.805 1.436 0.284
H 0.235 1.330 -1.133
H 0.132 -0.082 2.409
H 0.951 1.324 1.680
H 1.843 -0.185 1.892
H 1.569 -1.900 0.470

The LUMO energy comes out at 0.88 eV. As for the SMILES: CCN(C)C=O. The calculation puts the largest force on an atom at 0.0074 Eh/bohr. The HOMO energy is -9.3 eV. For the gap between HOMO and LUMO, the calculation gives 10.2 eV. The calculation puts the energy above the lowest of the compared OMol25 structures with the same formula, charge and spin at 80.3 kJ/mol.

=====

[3]
An isolated molecule of C4H9NO at a distorted geometry. Source: the OMol25 dataset; level of theory: the ωB97M-V functional and the def2-TZVPD basis.

Element x y z (Å)
C -1.742 -0.255 -0.211
C -0.636 0.858 -0.069
O -0.379 1.229 1.254
C 0.607 0.093 -0.528
C 2.006 0.120 -0.003
N 0.997 -0.694 0.638
H -2.391 -0.234 0.665
H -2.344 -0.140 -1.119
H -1.338 -1.283 -0.264
H -0.910 1.734 -0.682
H 0.193 0.403 1.510
H 0.457 -0.407 -1.481
H 2.429 0.903 0.623
H 2.734 -0.437 -0.588
H 1.010 -1.698 0.579

The LUMO energy comes out at 0.96 eV. As for the SMILES: C[C@@H](O)[C@H]1CN1. The calculation puts the largest force on an atom at 0.0334 Eh/bohr. The HOMO energy is -9.5 eV. For the gap between HOMO and LUMO, the calculation gives 10.4 eV. The calculation puts the energy above the lowest of the compared OMol25 structures with the same formula, charge and spin at 254.2 kJ/mol.

=====

[4]
An isolated molecule of C4H9NO at a distorted geometry. Source: the OMol25 dataset; level of theory: the ωB97M-V functional and the def2-TZVPD basis.

Element x y z (Å)
C 1.142 -0.348 1.254
C 0.593 -0.935 -0.003
N -0.814 -1.162 -0.110
C -0.258 -0.134 -0.969
C -0.651 1.289 -0.691
O -1.414 1.388 0.475
H 1.557 0.650 1.159
H 0.482 -0.225 2.109
H 1.963 -0.916 1.673
H 1.282 -1.256 -0.791
H -1.065 -1.999 -0.613
H -0.216 -0.395 -2.035
H -1.193 1.657 -1.570
H 0.244 1.919 -0.576
H -1.653 0.468 0.687

The LUMO energy comes out at 0.97 eV. As for the SMILES: C[C@H]1N[C@H]1CO. The calculation puts the largest force on an atom at 0.0455 Eh/bohr. The HOMO energy is -9.5 eV. For the gap between HOMO and LUMO, the calculation gives 10.5 eV. The calculation puts the energy above the lowest of the compared OMol25 structures with the same formula, charge and spin at 257.5 kJ/mol.

=====

[5]
An isolated molecule of C4H9NO. Source: the OMol25 dataset; level of theory: the ωB97M-V functional and the def2-TZVPD basis.

Element x y z (Å)
C -2.272 0.154 -0.630
C -0.874 -0.387 -0.439
N -0.416 0.199 0.801
C 0.769 0.098 1.206
C 2.069 -0.086 0.471
O 2.054 0.185 -0.910
H -2.807 -0.353 -1.433
H -2.784 -0.004 0.325
H -2.249 1.234 -0.805
H -0.943 -1.448 -0.167
H -0.205 -0.345 -1.309
H 0.867 0.164 2.288
H 2.454 -1.103 0.598
H 2.750 0.591 1.009
H 1.588 1.021 -1.041

The LUMO energy comes out at 0.90 eV. As for the SMILES: CC/N=C\CO. The calculation puts the largest force on an atom at 0.0178 Eh/bohr. The HOMO energy is -9.2 eV. For the gap between HOMO and LUMO, the calculation gives 10.0 eV. The calculation puts the energy above the lowest of the compared OMol25 structures with the same formula, charge and spin at 214.1 kJ/mol.

=====

[6]
An isolated molecule of C4H9NO. Source: the OMol25 dataset; level of theory: the ωB97M-V functional and the def2-TZVPD basis.

Element x y z (Å)
C 1.942 0.350 0.378
C 0.854 -0.451 -0.314
O 1.112 -1.395 -1.034
N -0.439 -0.137 0.095
C -0.881 1.200 -0.250
C -1.401 -1.221 0.093
H 2.472 -0.392 0.984
H 1.547 1.112 1.055
H 2.663 0.785 -0.316
H -1.558 1.614 0.507
H 0.011 1.827 -0.340
H -1.381 1.239 -1.229
H -1.668 -1.589 -0.905
H -2.304 -0.889 0.616
H -0.970 -2.053 0.660

The LUMO energy comes out at 0.91 eV. As for the SMILES: CC(=O)N(C)C. The calculation puts the largest force on an atom at 0.0080 Eh/bohr. The HOMO energy is -9.1 eV. For the gap between HOMO and LUMO, the calculation gives 10.0 eV. The calculation puts the energy above the lowest of the compared OMol25 structures with the same formula, charge and spin at 92.5 kJ/mol.